Below is 9 unconnected molecules or ions with the total composition C66H159N4O6P3 at a distorted geometry, with properties calculated with ωB97M-V with the def2-TZVPD basis set.

XYZ file:
```
238
Properties=species:S:1:pos:R:3:forces:R:3:mulliken_charge:R:1
C 3.156814 6.325747 11.032887 -3.040 -1.615 -1.819 -1.584
C 3.379164 5.358428 9.844998 -0.649 0.576 2.140 0.171
C 2.135978 4.916027 9.044376 0.954 0.451 1.107 -0.645
O 2.714821 4.386466 7.874228 -0.485 0.235 0.536 -0.330
C 1.765564 3.731692 7.027227 0.139 1.407 -0.040 -0.537
N 4.353295 6.021101 8.914576 -0.416 -1.083 0.583 -0.257
H 5.241718 5.976055 9.369781 1.101 -0.190 -0.041 0.409
H 4.272560 5.446175 8.080692 0.409 0.003 -0.853 0.365
H 4.181136 6.996493 8.747394 -0.576 0.603 -0.289 0.396
H 2.475949 5.791705 11.703335 0.026 0.324 0.110 0.381
H 2.676174 7.243941 10.717173 -0.052 0.266 -0.007 0.433
H 4.020176 6.502268 11.546154 2.428 0.577 1.333 0.504
H 3.858880 4.484016 10.320035 0.136 0.195 -0.900 0.226
H 1.486921 5.796720 8.934387 -0.013 -0.109 -0.684 0.341
H 1.540517 4.184354 9.639987 0.570 0.202 -0.451 0.409
H 1.221623 4.531483 6.478192 -0.018 -0.741 0.222 0.297
H 1.116248 3.164684 7.687471 -0.231 -0.424 -0.444 0.319
H 2.387931 3.177149 6.351044 -0.279 -0.616 -0.424 0.066
C -12.072091 9.344800 -0.541725 -0.009 -1.029 -0.648 -1.362
C -10.822426 9.986883 -0.023422 -0.010 0.784 -0.639 0.179
C -9.653385 10.030067 -1.011340 0.397 0.411 0.777 -0.585
O -8.678005 10.749058 -0.255317 0.428 0.418 -1.004 -0.378
C -7.517730 11.242686 -0.992554 -1.626 0.748 -1.045 -0.710
N -11.130956 11.496765 0.284583 -1.047 -0.973 -0.520 -0.291
H -11.669329 11.843660 -0.509831 -0.561 -0.112 0.094 0.390
H -11.688704 11.574062 1.131090 -0.205 0.127 0.034 0.358
H -10.390023 12.172083 0.324098 1.421 -0.231 0.432 0.307
H -11.778249 8.322689 -0.836580 -0.043 0.324 -0.068 0.345
H -12.421260 9.832677 -1.457014 -0.294 -0.044 0.227 0.403
H -12.862329 9.155115 0.193034 0.093 0.613 -0.112 0.409
H -10.561429 9.495177 0.890548 0.568 0.202 0.671 0.276
H -9.987026 10.546832 -1.941237 0.388 -0.200 0.385 0.389
H -9.236432 9.036795 -1.254935 -0.588 0.224 -0.008 0.408
H -7.604352 12.341048 -1.156516 -0.141 -0.623 0.209 0.269
H -7.464259 10.802795 -2.015166 0.238 -0.070 0.922 0.340
H -6.676047 11.084338 -0.369330 0.904 -0.458 0.262 0.252
C 6.091203 10.622325 -0.690627 0.670 0.458 -1.528 -0.909
C 7.412546 10.872444 -1.338019 1.113 -3.081 0.823 0.042
C -2.546925 -0.118554 -2.951429 -3.288 -6.413 -3.637 -0.311
O -1.925525 0.775021 -2.359652 7.817 4.777 4.314 -0.395
C -0.414672 0.405133 -1.890659 -3.824 -0.447 0.444 -0.591
N 7.872331 11.990352 -1.815320 -0.287 1.603 -0.616 -0.293
H 8.815703 12.165070 -2.195947 -1.025 -0.332 0.453 0.250
H 5.752163 0.839716 3.239836 -0.582 0.467 -0.353 0.317
H 7.152441 12.694095 -1.903621 0.555 0.586 -0.331 0.233
H 6.346869 10.533736 0.339622 -0.331 -0.238 1.200 0.260
H 5.619463 9.702810 -1.062397 0.217 0.167 0.194 0.277
H 5.419201 11.447618 -0.852141 -0.394 0.331 0.101 0.336
H 8.164079 10.070900 -1.180705 -0.512 0.568 -0.334 0.288
H -3.554571 0.240035 -3.162368 -0.009 -0.811 -0.331 0.158
H -2.103610 -1.131140 -3.360155 -0.825 2.324 0.718 0.055
H -0.240282 0.834235 -0.853585 -0.403 -0.487 -1.535 0.165
H 0.310974 0.660582 -2.624464 0.261 0.898 -0.665 0.262
H -0.496344 -0.688148 -1.929699 0.217 0.107 0.697 0.324
C 4.817979 -9.969609 3.916452 -0.774 -0.998 -0.297 -1.347
C 4.910588 -10.102123 2.401307 -0.267 -0.798 -0.176 0.003
C 3.703938 -10.289950 1.488094 -1.116 -2.235 -0.310 -0.618
O 4.253665 -10.291834 0.169602 -0.096 0.428 -0.331 -0.436
C 3.200315 -10.554361 -0.821566 0.766 -0.523 1.062 -0.629
N 5.635098 -8.964384 1.798955 -2.135 1.101 -0.797 -0.185
H 6.540272 -9.065277 2.139332 2.386 0.556 0.299 0.344
H 5.523668 -9.085184 0.761211 0.355 0.055 0.479 0.384
H 5.192299 -8.067454 2.087194 0.648 -0.592 -0.204 0.358
H 5.780358 -10.022027 4.425985 0.161 0.177 -0.315 0.422
H 4.303492 -10.895893 4.223776 -0.060 0.537 0.228 0.358
H 4.268895 -9.093301 4.266658 -0.081 -0.107 -0.122 0.372
H 5.527312 -10.961804 2.136164 0.174 -0.058 0.271 0.279
H 2.894583 -9.539947 1.573852 0.346 -0.136 0.166 0.433
H 3.248382 -11.351188 1.611858 0.541 1.793 0.422 0.418
H 3.559816 -10.335724 -1.844922 -0.074 -0.238 0.804 0.258
H 2.425050 -9.877538 -0.498171 -0.765 0.041 -0.592 0.323
H 2.906669 -11.619632 -0.657140 0.010 0.839 -0.580 0.262
C -10.687456 -4.357427 8.232315 -0.468 -0.963 0.715 -1.395
C -9.415376 -3.610669 8.378642 1.053 0.814 -0.677 0.014
C -9.699430 -2.120674 8.378197 2.607 1.432 -1.626 -1.114
C -9.912654 -1.498009 6.969139 -1.663 -1.086 1.061 -0.975
P -8.539021 -1.375635 5.857673 -0.249 -0.178 -1.744 0.933
C -7.019517 -0.792908 6.686520 -0.010 -0.764 -0.716 -1.196
C -6.006695 -0.145707 5.712195 -0.176 -1.369 0.083 -0.279
C -4.575088 -0.370717 6.117649 0.203 -0.699 -0.631 -0.596
C -4.084480 0.411704 7.283101 -0.029 0.364 1.585 -1.479
C -9.100960 -0.191490 4.537635 0.621 -0.235 0.726 -1.310
C -9.306837 1.287173 4.964602 -1.830 -1.104 -0.729 -0.402
C -10.014584 1.914917 3.728358 2.477 1.537 -1.329 -0.510
C -11.480606 1.804672 3.813154 -2.694 -0.706 2.175 -1.123
C -8.411758 -2.998771 4.931707 0.221 0.161 1.369 -0.815
C -7.268708 -3.185706 3.931878 0.225 -0.290 -0.108 -0.887
C -6.015808 -3.821938 4.512701 0.678 1.003 1.015 -0.356
C -4.739229 -3.746703 3.682180 0.008 -1.623 0.815 -1.555
H -10.585550 -5.432304 8.269305 0.236 -0.328 -0.254 0.393
H -11.283477 -4.099853 7.376512 -0.061 0.169 -0.656 0.340
H -11.295965 -4.133703 9.085142 -0.559 0.211 0.560 0.393
H -8.645608 -3.926548 7.643031 -0.470 0.427 0.087 0.079
H -8.893309 -3.744898 9.298728 -0.026 -0.802 0.995 0.383
H -8.847649 -1.517498 8.732883 0.144 -0.573 0.439 0.333
H -10.457064 -1.845348 9.058224 -1.325 0.073 0.465 0.590
H -10.372782 -0.524065 7.050234 0.085 0.531 0.082 0.471
H -10.702959 -2.105916 6.511073 0.224 0.088 -0.547 0.432
H -6.601306 -1.676333 7.185962 -0.002 0.086 -0.034 0.616
H -7.302875 -0.101733 7.457977 -0.268 0.349 0.452 0.764
H -6.209177 0.902640 5.742674 -0.254 0.760 -0.855 0.457
H -6.027437 -0.650852 4.723964 -0.688 0.840 0.258 0.118
H -3.973375 -0.064912 5.248011 0.022 -0.384 0.180 0.385
H -4.491204 -1.475340 6.241941 0.470 0.669 0.069 0.245
H -4.042512 1.484593 7.106828 -0.187 0.117 -0.311 0.364
H -3.074887 0.127200 7.521400 0.521 -0.187 0.138 0.422
H -4.650296 0.293922 8.228591 0.036 -0.177 -0.521 0.313
H -10.050589 -0.550032 4.115980 0.092 -0.233 0.468 0.631
H -8.404483 -0.305398 3.688886 0.025 0.352 0.428 0.528
H -8.415280 1.791113 5.249015 0.892 0.306 0.013 0.384
H -10.018273 1.370697 5.838745 0.718 -0.199 -0.829 0.183
H -9.679369 1.489357 2.742598 0.060 -0.190 1.062 0.306
H -9.594446 2.968631 3.611832 -1.083 -0.915 0.313 0.355
H -12.125130 1.845276 2.909427 0.792 0.368 0.498 0.334
H -11.855055 2.472718 4.627909 0.031 0.179 -1.031 0.316
H -11.794535 0.848298 4.341599 0.579 0.431 -0.963 0.233
H -9.422269 -3.072907 4.505486 0.290 0.021 -0.147 0.622
H -8.350477 -3.801616 5.700296 -0.099 0.496 -0.479 0.285
H -6.986833 -2.274056 3.425001 -0.160 0.421 -0.270 0.366
H -7.603681 -3.891824 3.187873 -0.369 0.049 -0.551 0.527
H -6.164681 -4.853892 4.637920 -0.692 -1.460 0.577 0.557
H -5.816460 -3.401485 5.522225 -0.027 -0.181 -0.380 0.208
H -4.912669 -4.223445 2.695634 0.488 0.440 0.506 0.382
H -3.902360 -4.243795 4.265456 -1.022 0.151 -0.926 0.355
H -4.430577 -2.750564 3.637720 0.526 1.750 -0.785 0.363
C -8.127553 0.733886 -7.234734 -1.599 -1.753 0.791 -1.299
C -7.227577 -0.019041 -6.267479 -1.635 -0.332 1.291 -0.633
C -7.059618 -1.464858 -6.645709 -0.245 -1.357 0.621 -0.642
C -6.378265 -1.631008 -7.993956 -2.276 -0.234 -1.333 -0.998
P -6.353967 -3.332369 -8.575182 0.003 -0.148 0.397 0.500
C -5.314716 -4.291337 -7.441209 -0.489 0.082 0.406 -0.582
C -4.105000 -3.488096 -6.978090 1.309 0.222 -0.210 -0.751
C -2.868543 -4.390136 -6.698452 -1.533 -0.939 1.034 -0.654
C -2.318886 -5.112401 -7.888353 -0.318 -1.296 -0.058 -1.259
C -5.678484 -3.374283 -10.242722 -1.786 1.631 0.378 -1.311
C -4.504230 -2.445038 -10.440695 0.407 -0.871 1.557 0.069
C -3.948578 -2.784354 -11.744134 -0.658 0.655 -3.066 -0.642
C -2.641947 -2.081334 -12.182764 -0.228 -1.908 -0.270 -1.295
C -8.051430 -3.918026 -8.619194 -0.307 -0.336 1.503 -0.905
C -8.205362 -5.419902 -8.878243 0.278 -1.163 -0.302 -0.714
C -9.649811 -5.843192 -9.136466 0.026 -0.742 0.068 -0.417
C -9.818443 -7.375237 -8.989934 2.033 -0.194 -1.091 -1.368
H -8.507803 1.584420 -6.758452 -0.184 1.688 0.547 0.420
H -9.085918 0.188673 -7.448987 0.929 0.002 -0.052 0.273
H -7.656944 0.993926 -8.137219 0.583 0.374 -1.196 0.391
H -7.656629 0.050727 -5.189697 0.931 -0.057 -1.782 0.323
H -6.261328 0.394054 -6.332937 1.264 0.935 0.540 0.405
H -8.044520 -1.926524 -6.726298 -0.150 0.047 0.190 0.154
H -6.526111 -2.052011 -5.847862 -0.249 0.615 -0.702 0.282
H -5.398788 -1.260511 -7.975439 1.433 0.737 -0.210 0.762
H -6.990347 -1.129762 -8.826670 0.939 -0.257 1.158 0.510
H -4.986091 -5.182867 -7.951302 -0.026 -0.376 -0.308 0.525
H -5.922028 -4.627888 -6.594556 -0.036 0.054 -0.093 0.572
H -4.287255 -2.899585 -6.077107 -0.316 -0.043 -0.094 0.351
H -3.865719 -2.767348 -7.773643 0.309 -0.130 0.431 0.180
H -3.234831 -5.178528 -5.958266 0.586 0.953 -0.640 0.281
H -2.064902 -3.846447 -6.218693 -0.056 0.366 0.206 0.423
H -3.074385 -5.714287 -8.427755 0.447 -0.291 0.588 0.332
H -1.424895 -5.688711 -7.617481 -0.535 -0.312 -0.040 0.379
H -1.979850 -4.484543 -8.647582 0.671 1.651 -1.198 0.332
H -6.525172 -3.113672 -10.930093 0.627 -0.175 0.441 0.500
H -5.377089 -4.347855 -10.482499 0.262 -1.666 -0.189 0.812
H -3.779126 -2.647933 -9.643134 0.063 0.302 -0.142 -0.016
H -4.797726 -1.432388 -10.424592 -0.301 1.314 0.355 0.362
H -4.771966 -2.453933 -12.460653 0.995 -0.430 0.393 0.307
H -4.007083 -3.876029 -11.810408 0.972 0.076 -0.446 0.405
H -2.697270 -1.032900 -12.029029 -0.172 1.025 0.275 0.360
H -2.495502 -2.231402 -13.277053 0.175 -0.074 0.892 0.380
H -1.795916 -2.476983 -11.592860 -0.169 0.189 -0.487 0.293
H -8.596738 -3.271827 -9.295490 -0.114 -0.031 -0.582 0.572
H -8.520624 -3.696795 -7.627783 0.482 -0.165 -0.596 0.565
H -7.885249 -6.050850 -7.980212 0.098 1.061 -1.150 0.267
H -7.647109 -5.749495 -9.798357 -0.061 0.275 1.018 0.375
H -9.972092 -5.565855 -10.156441 0.140 0.077 0.478 0.340
H -10.304792 -5.349753 -8.416766 -0.150 0.067 -0.057 0.336
H -10.741275 -7.627899 -9.426664 -1.305 -0.603 -0.207 0.414
H -9.704149 -7.808037 -8.009043 -0.362 0.414 0.686 0.369
H -9.048520 -7.989309 -9.559899 -0.693 1.098 0.205 0.311
C 9.805771 -0.080236 1.870224 -0.993 -0.134 0.084 -1.146
C 11.147173 0.481518 2.246617 0.834 1.182 -2.387 -0.874
C 11.987082 1.235594 1.087150 -0.661 0.134 1.061 -0.560
C 12.218489 0.339397 -0.130846 -0.053 -0.266 1.540 -1.589
P 13.468761 0.600369 -1.347148 0.269 -0.640 0.294 1.480
C 15.186120 0.330677 -0.718734 0.057 0.486 -1.728 -1.330
C 15.261730 0.102801 0.786728 1.040 0.800 1.063 -0.231
C 16.708768 -0.033511 1.381625 -0.491 -0.338 -3.081 -0.579
C 16.876125 0.302663 2.811244 -0.439 -0.452 0.485 -1.352
C 13.158999 -0.610272 -2.620394 0.062 -1.586 0.551 -1.384
C 13.312694 -2.127838 -2.242799 -0.453 -0.069 -0.667 -0.519
C 13.213601 -3.099877 -3.504464 -1.339 1.329 1.444 -0.614
C 11.815831 -3.126108 -4.153596 0.174 -0.511 -1.189 -1.086
C 13.199614 2.168801 -2.141407 -1.596 -0.893 1.044 -1.105
C 13.326115 3.312205 -1.186426 0.080 2.491 -2.174 -0.122
C 12.960739 4.651561 -1.978136 1.569 -1.903 -2.102 -0.725
C 11.502592 4.882252 -2.375926 0.778 0.918 0.202 -1.189
H 9.366243 -0.688717 2.690044 0.626 -0.107 -0.571 0.382
H 9.839500 -0.647014 0.921867 -0.196 0.058 0.556 0.287
H 9.054487 0.707937 1.790997 0.118 0.211 -0.505 0.265
H 11.768255 -0.288353 2.630583 0.729 -0.635 0.524 0.418
H 11.050080 1.275197 2.935724 -0.214 0.513 1.341 0.490
H 12.928207 1.547836 1.591534 -0.624 -0.170 -0.548 0.186
H 11.463510 2.169941 0.773088 0.209 -0.738 0.403 0.488
H 11.311648 0.269802 -0.692448 -0.759 -0.048 -0.529 0.746
H 12.381353 -0.658549 0.268025 0.185 -0.394 -0.117 0.691
H 15.778411 1.196621 -1.130823 -0.413 -0.553 0.822 0.622
H 15.533624 -0.512540 -1.378242 -0.118 0.419 1.000 0.725
H 14.819194 -0.849084 1.025397 -0.869 -0.178 0.183 0.370
H 14.774287 0.942719 1.339799 0.146 -0.753 -0.521 -0.017
H 17.334435 0.647598 0.816753 0.312 0.214 -0.259 0.367
H 17.029448 -1.038290 1.029022 0.157 0.405 0.818 0.402
H 16.612179 1.342933 2.960269 0.687 0.483 0.041 0.356
H 17.900835 0.015994 3.088531 -0.519 0.461 0.469 0.362
H 16.114220 -0.178101 3.411947 0.174 -0.719 0.426 0.345
H 13.874501 -0.276473 -3.352150 0.289 -0.310 -0.894 0.531
H 12.153916 -0.541764 -3.010259 -0.274 0.645 -0.251 0.548
H 12.509982 -2.402730 -1.507663 0.625 0.231 -0.611 0.254
H 14.270077 -2.319141 -1.764850 0.123 0.028 0.125 0.403
H 13.382814 -4.082253 -3.085144 0.490 -0.299 -0.256 0.359
H 13.945944 -2.796138 -4.232629 0.511 -0.223 -0.193 0.366
H 11.045073 -3.359330 -3.399353 0.181 0.130 -0.384 0.280
H 11.816039 -3.952320 -4.946093 -0.164 1.093 1.123 0.348
H 11.554022 -2.188008 -4.708115 0.193 -0.681 0.620 0.288
H 12.172512 2.120100 -2.551309 0.425 -0.088 -0.007 0.334
H 13.882288 2.143502 -2.928685 1.187 0.567 -1.595 0.645
H 14.386641 3.447582 -0.960045 -0.284 -0.166 0.892 0.318
H 12.620695 3.182728 -0.401815 0.094 0.040 1.087 -0.040
H 13.714392 4.594510 -2.882480 -1.783 0.215 1.161 0.306
H 13.322445 5.495142 -1.486286 0.548 1.322 1.341 0.513
H 10.877937 4.973722 -1.477216 0.073 0.213 -0.265 0.276
H 11.142812 4.074325 -2.943321 -0.661 -1.223 -0.765 0.352
H 11.393135 5.767068 -3.050027 0.122 -0.509 0.835 0.357
C 5.748555 2.227539 5.140814 -0.684 0.305 0.738 -0.875
C 4.582915 2.002792 4.181733 -1.578 -0.093 0.736 0.575
O 4.905776 1.304975 3.072731 0.368 -0.352 0.312 -0.393
O 3.442984 2.422564 4.348781 2.308 -0.568 -0.315 -0.512
H 6.638865 1.611242 4.993136 -0.130 0.259 -0.342 0.375
H 5.484790 2.131811 6.211485 -0.318 -0.135 -0.675 0.231
H 5.932916 3.290133 5.007844 0.639 0.118 -0.045 0.240
```
Forces are in eV/Å.

gap between HOMO and LUMO: 0.957 eV
net charge: +6
spin multiplicity: 1
energy: -4302.32553 hartree
lowest unoccupied orbital energy: -7.5867 eV